1) {
  "formula": "CH3NO3",
  "method": "ωB97M-V with the def2-TZVPD basis set",
  "symbols": ["N", "O", "O", "C", "O", "H", "H", "H"],
  "xyz": [[1.693, -0.084, 0.147], [0.746, 0.372, -0.654], [-0.474, -0.402, -0.651], [-1.569, 0.332, -0.025], [-2.601, -0.175, 0.128], [2.149, -0.958, -0.277], [1.211, -0.349, 0.972], [-1.154, 1.264, 0.359]],
  "mulliken_charge": [-0.324, -0.144, -0.212, 0.199, -0.380, 0.263, 0.259, 0.339],
  "gap_ev": 11.43,
  "smiles": "NOOC=O",
  "total_charge": 0,
  "lumo_ev": 0.9
}

=====

2) {
  "formula": "CH3NO3",
  "method": "ωB97M-V with the def2-TZVPD basis set",
  "symbols": ["O", "N", "O", "H", "C", "O", "H", "H"],
  "xyz": [[-1.186, 0.743, -2.138], [-0.735, 0.350, -1.102], [-1.597, -0.605, -0.627], [-1.058, -0.887, 0.145], [1.148, 0.123, 0.951], [0.125, -0.384, 1.265], [1.566, -0.324, -0.014], [1.737, 0.984, 1.519]],
  "mulliken_charge": [-0.394, 0.241, -0.333, 0.478, 0.013, -0.471, 0.220, 0.246],
  "gap_ev": 10.73,
  "smiles": "O=NO.C=O",
  "total_charge": 0,
  "lumo_ev": 0.3
}

=====

Here is how they stack up, most stable first: 2), 1).

=====

1) {
  "formula": "CH3NO3",
  "method": "ωB97M-V with the def2-TZVPD basis set",
  "symbols": ["C", "N", "O", "O", "O", "H", "H", "H"],
  "xyz": [[0.414, 0.297, -0.639], [-0.055, -0.685, 1.714], [-0.546, -1.544, 2.233], [-0.636, 1.141, -0.309], [0.212, -1.051, -0.243], [0.657, 0.219, -1.785], [1.414, 0.558, -0.179], [-1.458, 1.065, -0.792]],
  "mulliken_charge": [-0.027, 0.392, -0.128, -0.490, -0.509, 0.235, 0.211, 0.316],
  "gap_ev": [9.09, 8.15],
  "total_charge": 0,
  "lumo_ev": [-0.7, -0.9]
}

=====

2) {
  "formula": "CH3NO3",
  "method": "ωB97M-V with the def2-TZVPD basis set",
  "symbols": ["C", "N", "O", "O", "O", "H", "H", "H"],
  "xyz": [[-0.488, 0.141, 0.406], [0.340, -0.783, -0.296], [0.720, -1.791, 0.257], [0.573, -0.459, -1.459], [-1.027, 1.092, -0.309], [-0.924, -0.141, 1.350], [1.400, 0.886, 1.251], [-0.594, 1.055, -1.200]],
  "mulliken_charge": [-0.257, 1.022, -0.551, -0.673, -0.371, 0.378, 0.063, 0.390],
  "gap_ev": [8.17, 9.28],
  "total_charge": 0,
  "lumo_ev": [-1.2, -1.5]
}

=====

3) {
  "formula": "CH3NO3",
  "method": "ωB97M-V with the def2-TZVPD basis set",
  "symbols": ["O", "N", "O", "H", "C", "O", "H", "H"],
  "xyz": [[0.635, -2.477, 0.249], [0.705, -1.292, 0.141], [0.902, -1.031, -1.185], [1.022, -0.023, -1.312], [-0.831, 1.228, 0.513], [-0.652, 1.156, -0.668], [0.068, 1.197, 1.358], [-1.850, 1.241, 0.904]],
  "mulliken_charge": [-0.386, 0.315, -0.349, 0.405, -0.057, -0.408, 0.204, 0.275],
  "gap_ev": 10.77,
  "smiles": "O=NO.C=O",
  "total_charge": 0,
  "lumo_ev": 0.2
}

=====

4) {
  "formula": "CH3NO3",
  "method": "ωB97M-V with the def2-TZVPD basis set",
  "symbols": ["C", "N", "O", "O", "O", "H", "H", "H"],
  "xyz": [[-0.009, -0.414, -0.848], [2.214, -0.224, -0.190], [3.051, -1.021, -0.532], [2.312, 0.665, 0.606], [-0.596, -0.282, 0.325], [0.168, 0.492, -1.367], [-0.237, -1.374, -1.448], [-0.512, 0.685, 0.491]],
  "mulliken_charge": [-0.138, 0.505, -0.488, -0.474, -0.358, 0.271, 0.279, 0.403],
  "gap_ev": [8.15, 8.07],
  "total_charge": 0,
  "lumo_ev": [-0.5, -0.6]
}

=====

Here is how they stack up, most stable first: 3), 1), 4), 2).